(1)
Entry from the Open Molecules 2025 dataset: a single C5H11NO2 molecule at a distorted geometry (ωB97M-V/def2-TZVPD).

Structure (ORCA input):
```
! wB97M-V def2-TZVPD RIJCOSX def2/J DEFGRID3
* xyz 0 1
N -3.213 0.446 -0.490
C -2.412 0.756 0.530
O -2.570 1.728 1.232
C -1.160 -0.196 0.805
C 0.107 0.051 -0.142
C 1.481 -0.319 0.537
C 2.678 -0.229 -0.327
O 2.649 -0.972 -1.540
H -2.941 -0.336 -1.041
H -4.056 0.936 -0.642
H -1.199 -1.306 0.484
H -0.863 -0.003 1.769
H 0.018 -0.386 -1.255
H 0.228 1.211 -0.168
H 1.349 -1.264 0.903
H 1.551 0.322 1.427
H 3.697 -0.322 0.222
H 2.883 0.932 -0.608
H 1.773 -1.050 -1.693
*
```

## Properties
* molar mass: 117.15 g mol⁻¹
* energy above the lowest of the compared OMol25 structures with the same formula, charge and spin: 51.3 kcal/mol
* SMILES string: NC(=O)CCCCO
* Kohn-Sham gap: 10.6 eV
* highest occupied orbital energy: -9.93 eV

***

(2)
Entry from the Open Molecules 2025 dataset: a single C5H11NO2 molecule at a distorted geometry (ωB97M-V/def2-TZVPD).

Structure (ORCA input):
```
! wB97M-V def2-TZVPD RIJCOSX def2/J DEFGRID3
* xyz 0 1
C 2.879 0.525 -0.742
C 2.151 -0.687 -0.140
N 0.693 -0.458 -0.608
C -0.167 -0.004 0.515
C -0.663 -1.152 1.487
C -1.461 0.433 -0.121
O -1.916 -0.171 -1.076
O -2.019 1.503 0.526
H 3.287 0.325 -1.774
H 3.732 0.825 -0.168
H 2.274 1.459 -0.822
H 2.505 -1.569 -0.623
H 2.288 -0.780 0.976
H 0.347 -1.169 -1.068
H 0.360 0.903 0.910
H -1.712 -0.975 1.819
H -0.459 -2.197 1.051
H -0.156 -1.215 2.472
H -2.262 2.252 -0.110
*
```

## Properties
* molar mass: 117.15 g mol⁻¹
* energy above the lowest of the compared OMol25 structures with the same formula, charge and spin: 47.2 kcal/mol
* SMILES string: CCN[C@H](C)C(=O)O
* Kohn-Sham gap: 9.6 eV
* highest occupied orbital energy: -8.92 eV

***

(3)
Entry from the Open Molecules 2025 dataset: a molecular structure, C5H11NO2 at a distorted geometry (ωB97M-V/def2-TZVPD).

Structure (ORCA input):
```
! wB97M-V def2-TZVPD RIJCOSX def2/J DEFGRID3
* xyz 0 1
C 0.531 0.866 -0.768
C -2.063 -0.027 -0.486
C 1.745 0.030 -1.044
C 0.491 -1.008 2.029
C -0.495 -0.123 1.299
O -0.884 0.943 1.826
O -0.112 1.350 -1.836
N -0.753 -0.411 0.011
H -0.248 0.648 -2.491
H 0.714 1.686 -0.072
H -2.137 -0.280 -1.546
H -2.828 -0.555 0.088
H -2.284 1.039 -0.361
H 2.462 0.633 -1.608
H 2.208 -0.264 -0.107
H 1.488 -0.842 -1.643
H 0.360 -2.048 1.736
H 1.513 -0.672 1.872
H 0.294 -0.966 3.101
*
```

## Properties
* molar mass: 117.15 g mol⁻¹
* energy above the lowest of the compared OMol25 structures with the same formula, charge and spin: 61.0 kcal/mol
* Kohn-Sham gap: 9.5 eV
* highest occupied orbital energy: -8.86 eV

***

(4)
Entry from the Open Molecules 2025 dataset: 2 unconnected molecules or ions with the total composition C5H11NO2 at a distorted geometry (ωB97M-V/def2-TZVPD).

Structure (ORCA input):
```
! wB97M-V def2-TZVPD RIJCOSX def2/J DEFGRID3
* xyz 0 1
C -0.582 2.564 -2.047
C -1.185 2.390 -0.885
C -0.670 1.391 0.141
C 0.828 1.055 0.134
N 1.579 1.055 1.404
C 0.901 -0.401 -0.351
O 0.724 -0.717 -1.501
H -1.083 3.139 -2.826
H 0.256 1.921 -2.360
H -1.957 3.041 -0.490
H -1.012 1.664 1.161
H -1.289 0.521 -0.068
H 1.426 1.498 -0.689
H 1.100 1.293 2.269
H 2.228 1.852 1.353
H 1.104 -1.187 0.383
O -0.801 -6.744 1.740
H -0.022 -7.149 1.342
H -1.544 -7.185 1.288
*
```

## Properties
* molar mass: 117.15 g mol⁻¹
* energy above the lowest of the compared OMol25 structures with the same formula, charge and spin: 62.2 kcal/mol
* SMILES string: C=CC[C@@H](N)C=O.O
* Kohn-Sham gap: 10.3 eV
* highest occupied orbital energy: -9.32 eV

***

(5)
Entry from the Open Molecules 2025 dataset: a single C5H11NO2 molecule at a distorted geometry (ωB97M-V/def2-TZVPD).

Structure (ORCA input):
```
! wB97M-V def2-TZVPD RIJCOSX def2/J DEFGRID3
* xyz 0 1
H -0.340 -2.634 0.525
N -0.966 -2.683 -0.278
C -1.333 -1.584 -0.748
C -1.059 -0.095 -0.289
O -1.368 0.795 -1.318
C 0.373 -0.024 0.243
C 0.437 -0.217 1.753
C 1.019 1.387 -0.150
O 1.280 1.355 -1.547
H -1.988 -1.621 -1.617
H -1.778 0.116 0.515
H -0.601 0.842 -1.914
H 1.005 -0.756 -0.271
H 1.467 -0.170 2.102
H -0.127 0.563 2.262
H 0.033 -1.183 2.047
H 0.332 2.205 0.097
H 1.955 1.507 0.410
H 1.658 2.196 -1.822
*
```

## Properties
* molar mass: 117.15 g mol⁻¹
* energy above the lowest of the compared OMol25 structures with the same formula, charge and spin: 42.1 kcal/mol
* SMILES string: [H]/N=C\[C@H](O)[C@H](C)CO
* Kohn-Sham gap: 10.0 eV
* highest occupied orbital energy: -9.26 eV

***

(6)
Entry from the Open Molecules 2025 dataset: 3 unconnected molecules or ions with the total composition C5H11NO2 at a distorted geometry (ωB97M-V/def2-TZVPD).

Structure (ORCA input):
```
! wB97M-V def2-TZVPD RIJCOSX def2/J DEFGRID3
* xyz 0 1
C -0.526 -0.454 0.124
C -2.522 0.226 1.111
C -0.906 -0.493 -1.316
N -0.177 0.578 0.857
C 1.835 -0.453 -0.022
C 2.682 0.417 -0.558
O -0.180 1.753 0.160
O 2.137 -1.637 0.560
H 0.161 2.389 0.803
H 3.099 -1.733 0.689
H -0.479 -1.378 0.681
H -2.966 -0.755 0.981
H -2.397 0.538 2.139
H -2.851 0.993 0.421
H -0.875 0.495 -1.767
H -0.206 -1.146 -1.840
H -1.911 -0.908 -1.418
H 2.328 1.361 -0.951
H 3.752 0.208 -0.656
*
```

## Properties
* molar mass: 117.15 g mol⁻¹
* energy above the lowest of the compared OMol25 structures with the same formula, charge and spin: 201.5 kcal/mol
* Kohn-Sham gap (spin up / spin down): 7.4 / 8.3 eV
* highest occupied orbital energy (spin up / spin down): -7.23 / -7.66 eV

***

(7)
Entry from the Open Molecules 2025 dataset: 2 unconnected molecules or ions with the total composition C5H11NO2 at a distorted geometry (ωB97M-V/def2-TZVPD).

Structure (ORCA input):
```
! wB97M-V def2-TZVPD RIJCOSX def2/J DEFGRID3
* xyz 0 1
C -0.055 -0.666 2.278
O -0.179 -0.176 0.961
C 1.035 -0.122 0.255
C 0.691 0.000 -1.232
C -0.014 1.307 -1.603
C 1.869 -0.281 -2.067
N 2.706 -0.768 -2.711
H 0.398 -1.670 2.296
H 0.568 0.013 2.883
H -1.058 -0.756 2.711
H 1.647 0.735 0.586
H 1.621 -1.036 0.445
H -0.024 -0.804 -1.470
H 0.581 2.173 -1.284
H -0.158 1.385 -2.688
H -1.028 1.257 -1.190
O -3.102 0.044 0.407
H -2.155 0.185 0.576
H -3.341 -0.820 0.846
*
```

## Properties
* molar mass: 117.15 g mol⁻¹
* energy above the lowest of the compared OMol25 structures with the same formula, charge and spin: 38.5 kcal/mol
* SMILES string: COC[C@@H](C)C#N.O
* Kohn-Sham gap: 11.4 eV
* highest occupied orbital energy: -10.82 eV

***

(8)
Entry from the Open Molecules 2025 dataset: 2 unconnected molecules or ions with the total composition C5H11NO2 at a distorted geometry (ωB97M-V/def2-TZVPD).

Structure (ORCA input):
```
! wB97M-V def2-TZVPD RIJCOSX def2/J DEFGRID3
* xyz 0 1
N -1.835 -2.295 -0.515
C -0.617 -2.102 -1.053
O 0.269 -2.927 -1.113
C -0.429 -0.673 -1.557
O -1.319 0.152 -1.551
H -2.087 -3.184 -0.118
H -2.502 -1.540 -0.543
H 0.527 -0.517 -2.083
C 1.918 1.400 0.330
C 0.781 0.622 0.977
C -0.487 1.434 1.106
H 1.618 1.761 -0.652
H 2.186 2.260 0.941
H 2.798 0.772 0.211
H 1.092 0.233 1.950
H 0.547 -0.257 0.305
H -1.214 0.931 1.742
H -0.958 1.511 0.103
H -0.291 2.421 1.519
*
```

## Properties
* molar mass: 117.15 g mol⁻¹
* energy above the lowest of the compared OMol25 structures with the same formula, charge and spin: 22.2 kcal/mol
* SMILES string: NC(=O)C=O.CCC
* Kohn-Sham gap: 9.9 eV
* highest occupied orbital energy: -10.09 eV

***

(9)
Entry from the Open Molecules 2025 dataset: a single C5H11NO2 molecule at a distorted geometry (ωB97M-V/def2-TZVPD).

Structure (ORCA input):
```
! wB97M-V def2-TZVPD RIJCOSX def2/J DEFGRID3
* xyz 0 1
H -1.998 1.540 1.984
N -1.020 1.558 1.675
C -0.591 0.349 1.467
C 0.850 0.154 1.027
O 1.408 1.390 0.592
C 0.936 -0.888 -0.088
O 2.286 -0.950 -0.537
C 0.038 -0.575 -1.373
C -1.440 -0.246 -1.281
H -1.180 -0.543 1.731
H 1.425 -0.192 1.894
H 0.859 2.068 1.052
H 0.652 -1.878 0.280
H 2.571 -0.011 -0.601
H 0.122 -1.489 -1.978
H 0.544 0.187 -1.977
H -1.588 0.805 -1.015
H -1.913 -0.367 -2.261
H -1.962 -0.913 -0.589
*
```

## Properties
* molar mass: 117.15 g mol⁻¹
* energy above the lowest of the compared OMol25 structures with the same formula, charge and spin: 37.6 kcal/mol
* SMILES string: [H]/N=C/[C@H](O)[C@H](O)CC
* Kohn-Sham gap: 10.9 eV
* highest occupied orbital energy: -10.01 eV

***

(10)
Entry from the Open Molecules 2025 dataset: a single C5H11NO2 molecule at a distorted geometry (ωB97M-V/def2-TZVPD).

Structure (ORCA input):
```
! wB97M-V def2-TZVPD RIJCOSX def2/J DEFGRID3
* xyz 0 1
C 2.245 0.040 0.452
C 0.894 -0.103 -0.202
N 0.780 0.631 -1.430
C -0.223 -1.586 -0.347
C -0.199 -0.511 0.667
C -1.663 0.182 0.564
O -1.456 1.523 0.930
O -2.268 0.159 -0.700
H 2.519 1.094 0.587
H 2.277 -0.405 1.451
H 3.028 -0.437 -0.150
H -0.075 0.477 -1.953
H 1.057 1.605 -1.380
H -0.206 -2.589 0.058
H -0.677 -1.590 -1.328
H 0.008 -0.763 1.701
H -2.320 -0.278 1.302
H -0.685 1.802 0.407
H -3.036 0.749 -0.629
*
```

## Properties
* molar mass: 117.15 g mol⁻¹
* energy above the lowest of the compared OMol25 structures with the same formula, charge and spin: 84.7 kcal/mol
* SMILES string: C[C@@]1(N)C[C@@H]1C(O)O
* Kohn-Sham gap: 8.4 eV
* highest occupied orbital energy: -7.67 eV

***

(11)
Entry from the Open Molecules 2025 dataset: a single C5H11NO2S2 molecule at a distorted geometry (ωB97M-V/def2-TZVPD).

Structure (ORCA input):
```
! wB97M-V def2-TZVPD RIJCOSX def2/J DEFGRID3
* xyz 0 1
C 0.348 -1.226 1.178
C 1.306 -1.712 0.124
C -1.510 1.817 -0.814
C -2.444 0.649 -0.422
C -1.687 -0.431 0.291
N -0.503 -0.209 0.581
O 0.824 0.117 -1.917
O 3.644 0.525 0.939
S 1.904 -0.266 -1.008
S 2.176 1.278 0.483
H -0.260 -2.158 1.566
H 0.948 -0.729 1.883
H 2.210 -2.093 0.588
H 1.035 -2.463 -0.635
H -2.113 2.616 -1.351
H -0.793 2.184 -0.066
H -0.991 1.480 -1.719
H -2.904 -0.036 -1.206
H -3.364 1.012 0.314
H -2.291 -1.195 0.593
H 4.465 0.839 0.599
*
```

## Properties
* molar mass: 181.28 g mol⁻¹
* energy above the lowest of the compared OMol25 structures with the same formula, charge and spin: 67.7 kcal/mol
* Kohn-Sham gap: 8.6 eV
* highest occupied orbital energy: -8.55 eV

***

(12)
Entry from the Open Molecules 2025 dataset: 2 unconnected molecules or ions with the total composition C5H11NO2S2 at a distorted geometry (ωB97M-V/def2-TZVPD).

Structure (ORCA input):
```
! wB97M-V def2-TZVPD RIJCOSX def2/J DEFGRID3
* xyz 0 1
C 3.654 0.497 1.297
C 2.992 -0.385 0.590
S 1.310 -0.065 -0.187
N 0.199 -0.940 0.384
O 1.660 -0.287 -1.594
O 1.172 1.609 0.091
H 4.769 0.171 1.447
H 3.410 1.543 1.657
H 3.436 -1.328 0.382
H -0.129 -0.666 1.269
H 0.194 1.920 0.094
C -2.697 -1.196 0.031
C -2.097 0.153 -0.087
C -1.963 0.570 -1.507
S -1.920 1.200 1.174
H -2.108 -1.682 0.876
H -3.717 -1.400 0.464
H -2.537 -1.695 -0.847
H -2.924 0.266 -2.090
H -1.654 1.595 -1.510
H -1.049 0.121 -1.932
*
```

## Properties
* molar mass: 181.28 g mol⁻¹
* energy above the lowest of the compared OMol25 structures with the same formula, charge and spin: 86.5 kcal/mol
* SMILES string: C=C[S@](=N)(=O)O.CC(C)=S
* Kohn-Sham gap: 8.6 eV
* highest occupied orbital energy: -8.95 eV